# 1
The following is a quantum chemistry calculation of a cluster of 5 separate species, C26H55INO13P in total at a distorted geometry, from the Open Molecules 2025 dataset.

The geometry in XYZ format:
```
97
C26H55INO13P, DFT ωB97M-V/def2-TZVPD
I 2.001 -1.903 8.015
P 3.241 -1.689 3.575
O 0.399 2.361 -1.585
O -8.866 -2.052 -5.580
O 6.670 -1.498 2.059
O -9.422 -3.951 -4.468
O -3.731 2.296 -2.713
O -4.222 0.080 -2.742
O 0.908 6.705 -6.019
O -5.183 1.573 -4.156
O -0.256 6.989 -7.830
O -11.004 -2.572 -5.022
O 0.590 4.927 -7.394
O 0.893 3.915 -3.168
O -0.949 4.054 -1.847
N 6.015 -5.265 7.826
C 0.431 6.088 -7.109
C 2.280 -2.649 4.920
C 6.037 -2.851 6.848
C 0.187 3.487 -2.290
C -9.681 -2.784 -5.075
C -8.040 -4.307 -4.449
C -1.299 5.269 -2.512
C 1.583 1.651 -1.952
C 5.979 -2.481 5.269
C -0.497 -0.306 1.788
C 1.420 1.213 2.638
C -0.825 6.467 -9.029
C -5.927 0.500 -4.733
C -11.427 -1.356 -5.635
C 1.691 -1.480 2.486
C -2.818 2.050 -1.641
C 5.786 -0.683 2.439
C 1.667 5.858 -5.151
C -0.098 -2.183 5.814
C -4.364 1.201 -3.160
C 4.279 -3.242 3.274
C 1.442 -1.673 5.926
C 4.243 -0.848 2.126
C 5.360 -3.627 4.372
C 6.837 -4.224 7.129
C 0.760 -0.237 2.839
H -5.257 -0.240 -5.175
H 1.050 5.044 -4.771
H -2.366 2.998 -1.361
H 6.135 0.194 3.077
H -1.356 0.257 2.292
H -1.353 7.279 -9.527
H 3.852 0.185 1.853
H 4.894 -4.413 5.069
H -12.510 -1.291 -5.533
H 5.011 -2.817 7.338
H -7.950 -5.264 -3.936
H 3.530 -4.117 3.220
H -0.227 0.112 0.767
H -6.553 0.915 -5.523
H -1.542 5.675 -8.802
H 2.467 1.332 3.056
H 1.582 -3.381 4.372
H -2.023 1.372 -1.960
H -2.229 5.632 -2.073
H -6.576 0.037 -3.987
H 5.510 -1.452 5.209
H -10.979 -0.496 -5.133
H -1.466 5.091 -3.576
H 2.547 5.468 -5.667
H 2.005 -1.355 1.386
H 3.627 -0.635 4.497
H 4.183 -1.469 1.159
H 5.865 -6.082 7.219
H 1.649 0.765 -1.320
H -0.044 6.100 -9.698
H 6.217 -4.176 3.841
H 2.001 6.461 -4.306
H 1.535 1.330 -2.994
H 7.079 -2.346 4.958
H -0.305 -3.088 6.466
H -7.458 -3.564 -3.900
H 2.920 -3.292 5.605
H -0.792 -1.307 6.039
H -0.346 -2.499 4.736
H 0.745 1.972 3.169
H 0.279 -0.247 3.864
H 2.468 2.265 -1.778
H 1.019 -2.414 2.487
H -7.658 -4.422 -5.465
H -3.344 1.649 -0.772
H 1.379 1.510 1.527
H 4.800 -3.265 2.251
H -0.527 6.026 -2.363
H 7.328 -4.645 6.185
H 5.114 -4.853 8.111
H 6.671 -2.020 7.322
H -0.775 -1.419 1.734
H 7.703 -3.973 7.841
H -11.179 -1.354 -6.698
H 1.564 -0.597 5.586
```

* SMILES: CC(C)C[PH](CC=O)(CCCCCN)C[C@@H](C)I.COC(=O)OC.COC(=O)OC.COC(=O)OC.COC(=O)OC
* HOMO level: -8.5 eV
* charge: 0

# 2
The following is a quantum chemistry calculation of an isolated molecule of C5H14N2O at a distorted geometry, from the Open Molecules 2025 dataset.

The geometry in XYZ format:
```
22
C5H14N2O, DFT ωB97M-V/def2-TZVPD
O 0.930 0.517 -0.817
N 1.710 -1.527 0.116
N -0.006 -0.351 1.163
C -2.089 -0.058 -0.093
C -1.625 0.001 -1.832
C 1.218 -0.179 0.356
C 2.299 0.604 1.116
C -1.086 0.561 0.831
H -0.934 -0.654 -2.369
H -1.585 0.960 1.719
H 0.209 -0.366 2.150
H -0.107 0.281 -1.311
H -1.683 1.053 -2.106
H 2.584 0.071 2.022
H 1.920 1.591 1.373
H 0.982 -2.076 -0.326
H 3.176 0.721 0.482
H 2.513 -1.497 -0.502
H -0.626 1.410 0.276
H -2.548 -0.410 -2.241
H -2.212 -1.123 0.089
H -3.041 0.470 -0.097
```

* energy relative to the best compared isomer or geometry (same formula, charge and spin): 3.199 eV
* SMILES: CCCN[C@@](C)(N)O
* HOMO level: -8.8 eV
* charge: 0

# 3
The following is a quantum chemistry calculation of an isolated molecule of C5H4BrClN2 at a distorted geometry, from the Open Molecules 2025 dataset.

The geometry in XYZ format:
```
13
C5H4BrClN2, DFT ωB97M-V/def2-TZVPD
Br 1.360 1.994 0.232
Cl 5.046 -0.232 0.420
N 0.289 -1.506 -0.380
N 0.251 -1.199 0.887
C -0.201 -0.108 1.366
C 2.550 -0.663 -0.828
C -0.361 1.073 0.490
C 1.209 -1.213 -1.212
C 3.547 -0.551 -0.182
H -0.918 1.933 0.823
H -0.220 0.148 2.420
H -0.721 0.942 -0.607
H 1.222 -1.560 -2.298
```

* 2S+1: 3
* HOMO level (spin up / spin down): -5.3 / -8.8 eV
* charge: 0

# 4
The following is a quantum chemistry calculation of a structure of composition C4H11NO3, from the Open Molecules 2025 dataset.

The geometry in XYZ format:
```
19
C4H11NO3, DFT ωB97M-V/def2-TZVPD
O -2.167 -0.443 -0.211
O -3.915 0.665 -1.498
O 3.591 0.771 1.523
N 0.314 -1.545 -0.321
C 1.257 0.344 0.941
C 2.774 0.015 0.742
C -1.150 0.451 0.106
C 0.297 -0.092 -0.160
H 0.700 0.311 -1.090
H -1.204 0.744 1.170
H -0.141 -1.759 -1.201
H -1.282 1.388 -0.479
H -0.357 -1.938 0.339
H 0.944 -0.160 1.862
H 1.243 1.424 1.081
H -3.061 0.092 -0.879
H 2.952 0.148 -0.373
H 2.891 -1.087 0.875
H -3.685 0.674 -2.428
```

* energy relative to the best compared isomer or geometry (same formula, charge and spin): 0.395 eV
* HOMO level: 0.6 eV
* charge: -2

# 5
The following is a quantum chemistry calculation of a cluster of 2 separate species, C4H2O2 in total at a distorted geometry, from the Open Molecules 2025 dataset.

The geometry in XYZ format:
```
8
C4H2O2, DFT ωB97M-V/def2-TZVPD
O 0.990 -1.303 -0.971
O -1.878 0.976 1.797
C -0.901 0.227 -0.302
C 0.281 0.389 0.740
C -1.109 0.654 1.022
C 0.520 -0.071 -0.625
H 0.922 -1.810 -0.193
H 1.174 0.937 -1.467
```

* energy relative to the best compared isomer or geometry (same formula, charge and spin): 3.781 eV
* HOMO level: -10.6 eV
* charge: 0

# 6
The following is a quantum chemistry calculation of a cluster of 7 separate species, C36H41F4N3 in total at a distorted geometry, from the Open Molecules 2025 dataset.

The geometry in XYZ format:
```
84
C36H41F4N3, DFT ωB97M-V/def2-TZVPD
F 3.577 2.374 -5.171
F -1.962 1.585 1.412
F 0.121 1.356 -0.415
F -3.151 -5.124 3.264
N -2.971 -0.025 -3.700
N 5.806 -3.140 1.950
N 2.383 7.966 -1.076
C 0.268 3.828 -4.614
C 2.064 4.093 -1.510
C -6.580 -1.059 -2.707
C 4.448 -1.528 3.502
C 2.285 4.591 -0.030
C -2.856 -5.118 0.872
C -3.487 -0.760 -2.956
C 2.253 2.501 -4.815
C -0.758 -5.810 -0.005
C -2.051 -5.404 -0.177
C -0.200 3.083 4.823
C 1.845 -1.835 -0.564
C 0.545 2.305 3.921
C 3.042 -1.274 3.043
C -2.389 -5.399 2.154
C -0.094 1.731 2.861
C 0.372 1.622 -3.573
C -2.120 2.920 3.378
C -0.255 -6.117 1.261
C -4.142 -1.643 -1.983
C 3.264 5.785 0.028
C -5.516 -2.205 -2.498
C 0.321 0.019 -0.328
C 1.603 -0.497 -0.517
C 2.755 7.004 -0.587
C 1.503 3.664 -5.123
C 1.685 1.491 -4.065
C -1.408 2.029 2.543
C 0.773 -2.669 -0.357
C -0.526 -2.190 -0.128
C 2.194 -2.524 2.992
C -1.056 -5.866 2.366
C -1.501 3.398 4.547
C -0.370 2.739 -3.917
C -0.719 -0.855 -0.134
C 5.202 -2.433 2.655
H 3.067 3.887 -1.884
H -1.316 2.906 -3.424
H -3.464 -2.446 -1.694
H -2.141 3.937 5.230
H 2.846 -2.162 -0.804
H 5.034 -0.610 3.560
H 1.940 4.486 -5.670
H 0.901 -3.741 -0.393
H -0.040 0.803 -3.002
H 2.552 -0.516 3.654
H -6.168 -0.298 -3.370
H -0.186 -5.872 -0.919
H 4.427 -2.041 4.463
H 1.238 -2.381 2.488
H 1.541 1.928 4.100
H 1.580 4.829 -2.151
H -0.309 4.729 -4.761
H -7.472 -1.283 -3.293
H 0.461 0.993 2.300
H 3.121 -0.792 2.069
H -2.390 -5.209 -1.184
H 4.226 5.596 -0.447
H -1.699 -0.435 0.039
H 2.682 3.775 0.574
H -5.314 -2.729 -3.432
H -3.855 -4.738 0.724
H -3.163 3.117 3.180
H 2.390 0.183 -0.810
H 2.708 -3.348 2.496
H 3.513 6.112 1.037
H 0.768 -6.464 1.266
H -4.256 -1.056 -1.071
H -1.354 -2.874 -0.022
H -5.891 -3.016 -1.874
H 2.285 0.611 -3.884
H -6.894 -0.746 -1.711
H 2.017 -2.902 3.998
H 1.379 4.795 0.540
H 1.434 3.208 -1.599
H 0.262 3.380 5.752
H -0.657 -6.223 3.304
```

* energy relative to the best compared isomer or geometry (same formula, charge and spin): 0.482 eV
* SMILES: Fc1ccccc1.Fc1ccccc1.Fc1ccccc1.Fc1ccccc1.CCCC#N.CCCC#N.CCCC#N
* HOMO level: -9.0 eV
* charge: 0

# 7
The following is a quantum chemistry calculation of an isolated molecule of C15H19Cl3N2O3S, from the Open Molecules 2025 dataset.

The geometry in XYZ format:
```
43
C15H19Cl3N2O3S, DFT ωB97M-V/def2-TZVPD
Cl 4.375 0.165 2.718
Cl 4.578 -1.317 0.239
Cl 5.768 1.305 0.464
S 0.337 2.312 0.558
O 2.043 -0.719 -1.659
O -1.453 -2.261 0.775
O 0.765 -2.160 1.102
N 3.121 1.160 -0.969
N 1.982 0.187 0.927
C -2.392 3.043 0.414
C 0.706 0.636 0.770
C -1.627 0.635 0.660
C 3.083 0.959 0.471
C 4.392 0.293 0.953
C -1.378 1.959 0.541
C -0.956 -4.234 -0.563
C -4.021 1.164 0.188
C -3.751 2.506 0.862
C -1.371 -3.684 0.795
C 2.645 0.293 -1.915
C -0.432 -0.150 0.801
C -0.297 -1.595 0.907
C -3.028 0.106 0.666
C 2.933 0.772 -3.321
H -0.931 -5.320 -0.526
H -2.450 3.378 -0.627
H 2.493 0.078 -4.030
H -2.373 -4.021 1.070
H -0.650 -3.989 1.561
H -3.750 2.371 1.946
H 0.033 -3.865 -0.822
H -3.929 1.286 -0.894
H 4.008 0.817 -3.483
H -5.038 0.832 0.403
H 3.662 1.951 -1.282
H -3.086 -0.778 0.031
H -4.533 3.224 0.610
H -2.099 3.905 1.017
H 3.030 1.959 0.935
H -3.277 -0.212 1.683
H 2.512 1.763 -3.474
H -1.660 -3.918 -1.329
H 2.016 -0.836 0.824
```

* energy relative to the best compared isomer or geometry (same formula, charge and spin): 0.096 eV
* SMILES: CCOC(=O)c1c(N[C@H](NC(C)=O)C(Cl)(Cl)Cl)sc2c1CCCC2
* HOMO level: -7.6 eV
* charge: 0

# 8
The following is a quantum chemistry calculation of a structure of composition C29H23N5O3SW, from the Open Molecules 2025 dataset.

The geometry in XYZ format:
```
62
C29H23N5O3SW, DFT ωB97M-V/def2-TZVPD
W 0.082 0.348 -0.622
S 2.364 1.106 -1.985
O 2.309 2.461 -2.409
O -0.852 1.888 -0.277
O 2.150 0.806 -0.503
N 1.046 0.249 -2.403
N -1.796 1.173 1.652
N -1.270 -0.639 -1.930
N 0.551 -1.526 0.229
N -0.967 0.136 1.257
C 4.508 0.941 -3.569
C -3.956 4.859 1.892
C -0.851 -0.902 2.025
C 1.357 -2.404 -0.411
C 0.042 -1.885 1.438
C -1.900 -0.762 -4.279
C 0.637 0.306 -4.880
C -3.713 5.813 0.909
C 3.856 0.376 -2.475
C -2.440 -1.174 -1.600
C 6.202 -0.746 -3.343
C -1.520 -1.091 3.337
C -2.152 4.345 -0.170
C 5.549 -1.286 -2.239
C 5.689 0.363 -4.003
C -3.141 -1.306 -3.881
C 0.284 0.087 -3.582
C -0.986 -0.448 -3.267
C -1.703 2.117 0.787
C 1.201 -3.976 1.385
C 4.366 -0.728 -1.794
C -3.406 -1.514 -2.552
C 0.358 -3.101 2.035
C 1.698 -3.618 0.135
C -0.294 0.010 -5.905
C -2.814 5.559 -0.119
C -1.524 -0.512 -5.623
C -3.299 3.646 1.853
C -2.396 3.387 0.817
H -2.222 -0.740 -6.417
H -0.768 -1.132 4.129
H -3.880 -1.557 -4.632
H -2.068 -2.034 3.353
H -2.626 -1.324 -0.543
H -4.345 -1.931 -2.220
H -4.656 5.069 2.688
H -1.446 4.144 -0.963
H -2.201 -0.273 3.543
H 6.217 0.787 -4.845
H 7.131 -1.185 -3.680
H -3.475 2.897 2.614
H -2.629 6.308 -0.876
H 2.346 -4.281 -0.421
H -0.062 -3.339 3.001
H 4.108 1.824 -4.048
H -0.015 0.199 -6.932
H 3.872 -1.107 -0.910
H 1.610 0.708 -5.132
H 1.464 -4.925 1.832
H 1.716 -2.106 -1.386
H 5.979 -2.129 -1.717
H -4.228 6.764 0.948
```

* energy relative to the best compared isomer or geometry (same formula, charge and spin): 0.363 eV
* HOMO level (spin up / spin down): -13.7 / -13.7 eV
* charge: +2